(1)
The following is a quantum chemistry calculation of 2 unconnected molecules or ions with the total composition C36H55FNO2S2, from the Open Molecules 2025 dataset.

As for the gap between HOMO and LUMO: 7.805 eV. The highest occupied orbital energy comes out at -10.69 eV.

```
! RIJCOSX wB97M-V def2-TZVPD def2/J DEFGRID3
* xyz 1 1
C 5.179 -2.720 1.039
C 5.420 -1.326 1.231
C 5.580 0.300 1.588
C 4.214 0.731 2.400
C 2.885 0.890 1.388
C 1.828 1.787 2.197
O 1.576 1.052 3.482
C 0.776 -0.150 3.224
C -0.638 0.085 2.447
N -0.594 1.119 1.300
S -0.016 0.033 -0.005
C -1.932 1.532 0.775
C -3.238 0.631 1.242
C -3.422 -0.776 0.390
C -3.405 -2.132 1.359
C -2.828 -3.350 0.430
C -1.653 -4.262 1.119
C -1.618 -5.690 0.249
C -0.279 -5.852 -0.683
C -0.510 -5.430 -2.274
O -1.669 -6.088 -2.900
C -1.291 -6.881 -4.081
C 0.406 2.268 1.586
C -0.387 3.216 2.725
C 0.435 4.025 3.821
C 0.824 5.589 3.602
S 0.164 6.507 2.150
C 0.512 3.251 0.251
C 2.018 3.676 -0.220
C 3.036 4.711 0.576
C 4.562 5.111 0.070
C 5.199 4.478 -1.317
C 4.200 3.480 -2.168
C 2.657 3.088 -1.652
C 1.847 2.080 -2.679
H 4.537 -3.719 0.930
H 6.473 0.419 2.371
H 5.758 0.940 0.617
H 4.376 1.771 2.939
H 3.989 -0.060 3.259
H 3.347 1.342 0.403
H 2.598 -0.213 1.130
H 2.452 2.767 2.486
H 0.485 -0.575 4.303
H 1.388 -1.047 2.728
H -0.956 -0.977 2.005
H -1.405 0.404 3.305
H -0.079 0.674 -1.244
H -2.268 2.640 0.912
H -1.948 1.407 -0.418
H -4.174 1.297 0.905
H -3.371 0.517 2.398
H -4.518 -0.781 -0.087
H -2.696 -0.867 -0.537
H -2.857 -1.971 2.379
H -4.536 -2.382 1.626
H -3.751 -4.077 0.222
H -2.436 -3.028 -0.629
H -0.571 -3.790 0.946
H -1.781 -4.462 2.265
H -2.553 -5.764 -0.465
H -1.696 -6.576 1.015
H -0.032 -7.020 -0.712
H 0.686 -5.336 -0.260
H 0.447 -5.793 -2.888
H -0.514 -4.244 -2.409
H -2.191 -7.639 -4.275
H -1.197 -6.248 -5.080
H -0.332 -7.547 -3.941
H -1.186 2.563 3.338
H -1.141 3.983 2.196
H -0.245 4.051 4.811
H 1.432 3.524 4.254
H 0.527 6.225 4.570
H 2.015 5.675 3.580
H 0.287 7.909 2.292
H 0.009 2.782 -0.723
H -0.067 4.280 0.371
H 2.681 5.215 1.567
H 5.278 5.841 0.684
H 6.275 4.722 -1.716
H 4.624 3.006 -3.178
H 1.830 0.951 -2.321
H 2.278 2.141 -3.790
H 0.716 2.439 -2.758
F -1.298 -0.219 -3.612
C -2.549 -0.538 -3.971
C -3.218 0.254 -4.898
C -4.518 -0.082 -5.277
C -5.139 -1.200 -4.715
C -4.461 -1.986 -3.782
C -3.157 -1.657 -3.412
H -2.722 1.123 -5.318
H -5.046 0.527 -6.006
H -6.154 -1.458 -5.007
H -4.948 -2.853 -3.343
H -2.612 -2.261 -2.695
*
```

Löwdin atomic charges, in units of e: number 1, C, carries 0.0258; number 2, C, carries -0.0906; number 3, C, carries -0.1916; number 4, C, carries -0.1950; number 5, C, carries -0.1542; number 6, C, carries -0.2301; number 7, O, carries -0.1615; number 8, C, carries -0.1508; number 9, C, carries -0.1629; number 10, N, carries -0.4432; number 11, S, carries 0.9572; number 12, C, carries -0.2222; number 13, C, carries -0.1577; number 14, C, carries -0.2010; number 15, C, carries -0.1948; number 16, C, carries -0.2170; number 17, C, carries -0.1978; number 18, C, carries -0.1988; number 19, C, carries -0.1746; number 20, C, carries -0.2236; number 21, O, carries -0.2663; number 22, C, carries -0.1330; number 23, C, carries -0.2595; number 24, C, carries -0.1330; number 25, C, carries -0.2315; number 26, C, carries -0.5772; number 27, S, carries 0.6359; number 28, C, carries -0.0929; number 29, C, carries -0.0969; number 30, C, carries -0.0169; number 31, C, carries -0.0515; number 32, C, carries -0.0561; number 33, C, carries -0.0276; number 34, C, carries -0.1306; number 35, C, carries -0.1308; number 36, H, carries 0.0494; number 37, H, carries 0.1262; number 38, H, carries 0.1150; number 39, H, carries 0.1236; number 40, H, carries 0.1300; number 41, H, carries 0.1177; number 42, H, carries 0.0847; number 43, H, carries 0.1578; number 44, H, carries 0.1649; number 45, H, carries 0.1441; number 46, H, carries 0.1164; number 47, H, carries 0.1538; number 48, H, carries -0.0748; number 49, H, carries 0.1431; number 50, H, carries 0.1213; number 51, H, carries 0.1360; number 52, H, carries 0.1146; number 53, H, carries 0.1291; number 54, H, carries 0.0709; number 55, H, carries 0.0958; number 56, H, carries 0.1243; number 57, H, carries 0.1249; number 58, H, carries 0.0925; number 59, H, carries 0.1025; number 60, H, carries 0.1113; number 61, H, carries 0.1085; number 62, H, carries 0.1127; number 63, H, carries 0.1226; number 64, H, carries 0.1093; number 65, H, carries 0.1232; number 66, H, carries 0.1215; number 67, H, carries 0.1103; number 68, H, carries 0.1057; number 69, H, carries 0.1021; number 70, H, carries 0.1321; number 71, H, carries 0.1085; number 72, H, carries 0.1377; number 73, H, carries 0.1326; number 74, H, carries 0.1000; number 75, H, carries 0.0771; number 76, H, carries -0.0963; number 77, H, carries 0.0933; number 78, H, carries 0.1031; number 79, H, carries 0.0387; number 80, H, carries 0.0950; number 81, H, carries 0.0907; number 82, H, carries 0.0989; number 83, H, carries 0.0695; number 84, H, carries 0.1003; number 85, H, carries 0.0766; number 86, F, carries 0.0403; number 87, C, carries -0.2951; number 88, C, carries -0.0165; number 89, C, carries -0.0727; number 90, C, carries -0.0855; number 91, C, carries -0.0707; number 92, C, carries -0.0273; number 93, H, carries 0.1166; number 94, H, carries 0.1100; number 95, H, carries 0.1066; number 96, H, carries 0.1104; number 97, H, carries 0.0873



(2)
The following is a quantum chemistry calculation of a molecular structure, C36H55N6O11PSSiW, from the Open Molecules 2025 dataset.

As for the gap between HOMO and LUMO (spin up / spin down): 6.622 / 6.625 eV. The highest occupied orbital energy (spin up / spin down) comes out at -13.24 / -13.24 eV.

```
! RIJCOSX wB97M-V def2-TZVPD def2/J DEFGRID3
* xyz 2 1
W 0.335 -0.324 0.366
C -2.901 2.368 1.874
C -2.628 2.491 3.231
C -1.548 1.823 3.764
C -0.748 1.041 2.933
N -1.018 0.945 1.644
C -2.070 1.579 1.111
C 0.407 0.238 3.384
C 0.799 0.241 4.720
C 1.827 -0.578 5.145
C 2.462 -1.398 4.218
C 2.096 -1.369 2.885
C 1.065 -0.539 2.426
H -3.707 2.910 1.396
H -3.247 3.112 3.867
H -1.316 1.902 4.815
H -2.210 1.485 0.046
H 0.305 0.879 5.441
H 2.126 -0.582 6.184
H 3.255 -2.063 4.539
H 2.625 -2.010 2.198
C -3.287 0.924 -2.540
C -1.897 0.393 -2.855
C -1.413 0.926 -4.194
C -1.866 -1.124 -2.874
O -1.007 0.857 -1.767
Si -0.249 2.336 -1.701
S 1.002 1.924 -0.022
O -1.441 3.391 -1.358
C -1.458 4.848 -1.339
C -2.714 5.225 -0.578
C -1.523 5.355 -2.771
C -0.219 5.356 -0.615
O 0.587 2.857 -2.947
C 1.890 2.938 -3.596
C 1.602 3.252 -5.051
C 2.621 1.616 -3.458
C 2.656 4.065 -2.930
H -3.999 0.579 -3.292
H -3.302 2.014 -2.515
H -3.616 0.562 -1.560
H -2.060 0.528 -4.976
H -0.390 0.601 -4.390
H -1.451 2.016 -4.253
H -2.546 -1.473 -3.653
H -2.174 -1.550 -1.921
H -0.868 -1.494 -3.104
H -3.587 4.756 -1.036
H -2.857 6.306 -0.599
H -2.641 4.911 0.466
H -2.452 5.035 -3.249
H -0.683 4.979 -3.355
H -1.491 6.446 -2.787
H -0.138 4.893 0.372
H -0.276 6.437 -0.480
H 0.689 5.140 -1.183
H 1.105 2.412 -5.538
H 2.533 3.453 -5.582
H 0.964 4.133 -5.132
H 2.034 0.800 -3.879
H 2.831 1.379 -2.413
H 3.567 1.677 -3.998
H 2.135 5.017 -3.050
H 3.644 4.162 -3.381
H 2.789 3.866 -1.863
C 3.945 1.461 1.360
C 3.768 0.202 0.579
N 2.685 -0.520 0.321
C 3.127 -1.699 -0.279
C 4.468 -1.682 -0.380
N 4.852 -0.476 0.160
H 3.117 2.146 1.246
H 4.855 1.969 1.042
H 4.045 1.219 2.421
H 2.458 -2.447 -0.653
H 5.166 -2.391 -0.789
H 5.797 -0.136 0.248
N -5.017 -0.518 1.118
C -4.207 -1.490 0.293
P -2.650 -1.737 1.234
O -2.945 -1.099 2.562
O -1.543 -1.188 0.318
C -2.496 -3.504 1.514
N -1.590 -3.686 2.660
H -5.967 -0.842 1.290
H -5.063 0.403 0.683
H -4.485 -0.438 2.021
H -4.030 -1.076 -0.695
H -4.767 -2.416 0.192
H -2.087 -3.990 0.628
H -3.504 -3.898 1.677
H -1.593 -4.650 2.974
H -1.879 -3.101 3.439
H 0.006 -3.072 1.869
O 0.264 -3.770 -0.964
C 0.590 -3.845 0.181
O 0.517 -2.784 1.045
C 1.159 -5.102 0.807
C 1.258 -6.236 0.011
C 1.787 -7.409 0.532
C 2.217 -7.450 1.853
C 2.103 -6.308 2.613
C 1.593 -5.127 2.121
N 2.552 -6.328 4.035
O 2.251 -5.370 4.718
O 3.179 -7.290 4.404
H 0.916 -6.189 -1.015
H 1.866 -8.293 -0.087
H 2.640 -8.345 2.289
H 1.569 -4.262 2.769
O 0.827 -0.975 -1.213
O 1.295 -1.139 -2.390
*
```

Löwdin atomic charge list, values in e, 99 entries: number 1, W, carries 1.7053; number 2, C, carries -0.0433; number 3, C, carries -0.0116; number 4, C, carries 0.0333; number 5, C, carries -0.2276; number 6, N, carries -0.1133; number 7, C, carries -0.1529; number 8, C, carries -0.1788; number 9, C, carries -0.0101; number 10, C, carries -0.0375; number 11, C, carries -0.0448; number 12, C, carries -0.1137; number 13, C, carries -0.2017; number 14, H, carries 0.1133; number 15, H, carries 0.1269; number 16, H, carries 0.1178; number 17, H, carries 0.0828; number 18, H, carries 0.1111; number 19, H, carries 0.1197; number 20, H, carries 0.1185; number 21, H, carries 0.0901; number 22, C, carries -0.0113; number 23, C, carries -0.5744; number 24, C, carries -0.0114; number 25, C, carries -0.0143; number 26, O, carries -0.2365; number 27, Si, carries -0.0584; number 28, S, carries 0.6115; number 29, O, carries -0.1447; number 30, C, carries -0.6144; number 31, C, carries -0.0248; number 32, C, carries -0.0087; number 33, C, carries -0.0221; number 34, O, carries -0.1365; number 35, C, carries -0.6095; number 36, C, carries -0.0117; number 37, C, carries -0.0218; number 38, C, carries -0.0221; number 39, H, carries 0.1061; number 40, H, carries 0.0886; number 41, H, carries 0.0499; number 42, H, carries 0.1077; number 43, H, carries 0.0924; number 44, H, carries 0.0912; number 45, H, carries 0.1060; number 46, H, carries 0.0567; number 47, H, carries 0.0810; number 48, H, carries 0.0909; number 49, H, carries 0.1004; number 50, H, carries 0.0723; number 51, H, carries 0.0958; number 52, H, carries 0.0717; number 53, H, carries 0.1015; number 54, H, carries 0.0838; number 55, H, carries 0.1034; number 56, H, carries 0.0671; number 57, H, carries 0.0881; number 58, H, carries 0.1007; number 59, H, carries 0.0902; number 60, H, carries 0.0790; number 61, H, carries 0.0650; number 62, H, carries 0.1027; number 63, H, carries 0.0904; number 64, H, carries 0.0999; number 65, H, carries 0.0788; number 66, C, carries -0.0011; number 67, C, carries -0.3587; number 68, N, carries -0.0480; number 69, C, carries -0.1227; number 70, C, carries -0.0234; number 71, N, carries 0.1302; number 72, H, carries 0.0049; number 73, H, carries 0.0947; number 74, H, carries 0.0972; number 75, H, carries 0.0960; number 76, H, carries 0.1313; number 77, H, carries 0.1732; number 78, N, carries 0.1590; number 79, C, carries -0.1408; number 80, P, carries 0.5435; number 81, O, carries -0.2942; number 82, O, carries -0.4355; number 83, C, carries -0.2681; number 84, N, carries 0.0001; number 85, H, carries 0.1718; number 86, H, carries 0.1544; number 87, H, carries 0.1129; number 88, H, carries 0.0723; number 89, H, carries 0.1162; number 90, H, carries 0.1023; number 91, H, carries 0.1059; number 92, H, carries 0.1076; number 93, H, carries 0.0875; number 94, H, carries 0.0883; number 95, O, carries 0.1535; number 96, C, carries -0.4717; number 97, O, carries -0.0910; number 98, C, carries -0.1116; number 99, C, carries 0.0145



no.,DFT total energy (Eh)
1,-2505.05152
2,-3656.72688